DFT (ωB97M-V with the def2-TZVPD basis set) results for C28H42BN6RhS3 as an isolated structure at a distorted geometry.

## Properties
- LUMO energy (spin up / spin down): -6.41 / -8.62 eV
- Kohn-Sham gap (spin up / spin down): 6.953 / 5.627 eV
- Charge: +2
- HOMO (spin up / spin down): -13.36 / -14.25 eV
- Molar mass: 672.605 g mol⁻¹
- Total energy: -74834.0939 eV
- Multiplicity: 5
- Energy relative to the best compared isomer or geometry (same formula, charge and spin): 9.4 kJ/mol

Positions of all 81 atoms, in Å:
Rh -0.22222 -3.92513 0.65028
C -0.11220 -3.49363 -4.58520
C -0.02342 -2.32607 -3.64748
C 0.20545 -1.05510 -4.05611
C 0.24721 0.01636 -3.13406
N 0.15030 -0.19625 -1.83456
N -0.03351 -1.47377 -1.42986
B 0.01177 -1.73657 0.11932
N -1.09702 -0.97368 0.96959
N -1.72768 0.04507 0.41518
C -2.62304 0.68086 1.15950
C -2.86562 0.28361 2.48987
C -2.20253 -0.76786 3.04877
C -2.44231 -1.24841 4.44959
C -1.29310 -1.41413 2.19406
S -0.38077 -2.83451 2.64561
C -3.31762 1.87071 0.50934
C -2.28376 3.00481 0.43323
C -3.80049 1.47223 -0.89074
C -4.51194 2.34210 1.34176
N 1.42400 -1.39112 0.71053
N 1.50623 -0.09397 1.04118
C 2.59456 0.32915 1.64269
C 3.66271 -0.55871 1.87948
C 3.58548 -1.87688 1.53181
C 4.69137 -2.84719 1.82879
C 2.37514 -2.30267 0.93721
S 2.12889 -4.00166 0.58956
C 2.59294 1.79327 2.08157
C 1.38844 2.01602 3.00720
C 2.44243 2.67810 0.84159
C 3.88065 2.15670 2.81973
C -0.16764 -2.49730 -2.25780
S -0.50863 -4.05222 -1.60179
C 0.40476 1.46012 -3.60848
C 0.60847 1.53704 -5.12370
C 1.60713 2.08814 -2.90212
C -0.87442 2.21824 -3.24169
H -0.01412 -3.16440 -5.61661
H 0.67471 -4.22033 -4.37372
H -1.06865 -4.00944 -4.47889
H 0.35403 -0.85984 -5.10819
H -3.58837 0.82561 3.08554
H -3.22974 -0.66777 4.92502
H -2.73611 -2.29918 4.45381
H -1.53606 -1.16051 5.05322
H -1.37041 2.68066 -0.06128
H -2.70091 3.84984 -0.11665
H -2.01892 3.35319 1.43557
H -2.98687 1.08470 -1.50505
H -4.58188 0.71034 -0.83008
H -4.22172 2.34674 -1.38859
H -4.21473 2.72513 2.32123
H -5.00228 3.16152 0.81603
H -5.25651 1.55300 1.48055
H 4.54829 -0.20267 2.38900
H 5.53654 -2.33317 2.28127
H 4.34776 -3.62528 2.51260
H 5.03132 -3.34689 0.92006
H 0.45441 1.77485 2.49494
H 1.46301 1.40617 3.91198
H 1.35275 3.06294 3.31177
H 1.50351 2.45573 0.33767
H 2.43617 3.72770 1.14014
H 3.26474 2.53075 0.13704
H 4.01885 1.56731 3.73015
H 4.76498 2.04269 2.18805
H 3.83161 3.20429 3.11737
H 1.52466 1.03517 -5.44746
H -0.23684 1.12469 -5.68071
H 0.69784 2.58555 -5.40853
H 2.52746 1.53495 -3.10755
H 1.74321 3.11267 -3.25286
H 1.44659 2.10838 -1.82802
H -1.74756 1.79479 -3.74571
H -1.04526 2.18319 -2.16998
H -0.78087 3.26167 -3.54885
C -1.87970 -5.33930 1.12824
H -1.87999 -5.64607 2.16730
H -1.74719 -6.18034 0.44979
H -2.69773 -4.67476 0.85656



DFT (ωB97M-V with the def2-TZVPD basis set) results for C4H12ClIN2P as an isolated structure at a distorted geometry.

## Properties
- LUMO energy (spin up / spin down): -5.49 / -5.49 eV
- Kohn-Sham gap (spin up / spin down): 7.568 / 7.567 eV
- Charge: +1
- HOMO (spin up / spin down): -13.06 / -13.06 eV
- Molar mass: 281.485 g mol⁻¹
- Total energy: -37225.3729 eV
- Energy relative to the best compared isomer or geometry (same formula, charge and spin): 193.6 kJ/mol

Positions of all 21 atoms, in Å:
C 0.34903 3.22918 -0.10098
C -0.45228 1.31223 -1.68576
C 0.13605 -2.59767 -0.44506
C -1.05278 -2.42862 1.65956
N -0.06914 1.80217 -0.35178
N -0.78735 -2.03457 0.33379
P 0.24315 0.53314 0.67014
Cl 0.72293 1.45750 2.36412
I 2.66769 -0.44472 -0.19869
H 1.38197 3.40845 -0.50637
H -0.32894 3.86846 -0.50475
H 0.31148 3.45134 1.01774
H -0.00755 0.32779 -2.07404
H -1.52705 1.23006 -1.72585
H -0.13794 2.08233 -2.47990
H 1.21747 -1.73687 -0.33274
H 0.85307 -3.55383 -0.25564
H 0.03260 -2.40981 -1.52116
H -0.15903 -2.56085 2.27130
H -1.66544 -1.61636 2.20063
H -1.72795 -3.31936 1.66545



DFT (ωB97M-V with the def2-TZVPD basis set) results for C16H32CuO22S5 as an isolated structure at a distorted geometry.

## Properties
- LUMO energy (spin up / spin down): -1.75 / -4.09 eV
- Kohn-Sham gap (spin up / spin down): 9.007 / 6.668 eV
- HOMO (spin up / spin down): -10.76 / -10.76 eV
- Molar mass: 800.291 g mol⁻¹
- Total energy: -160966.4086 eV
- Multiplicity: 2
- Energy relative to the best compared isomer or geometry (same formula, charge and spin): 0.0 kJ/mol

Positions of all 76 atoms, in Å:
Cu -1.42916 -0.37179 -2.46396
S -0.74170 -0.53583 0.15832
O -0.48867 0.62358 -0.74536
O -1.78335 -0.17994 1.10327
O -1.31815 -1.54557 -0.84497
O 0.44915 -1.08999 0.76719
C 2.63607 -1.60086 -3.34493
C 1.89871 -2.77621 -3.96728
C 0.49484 -2.23196 -4.24783
O 0.29820 -1.28574 -3.15494
C 1.54040 -0.60140 -2.90736
H 3.25702 -1.08653 -4.08057
H 3.28212 -1.84474 -2.50666
H 1.80501 -3.57823 -3.23496
H 2.30277 -3.12722 -4.91350
H -0.38013 -2.87426 -4.19433
H 0.47057 -1.64989 -5.17621
H 1.55999 -0.35578 -1.84677
H 1.58963 0.35314 -3.43818
C -5.57638 0.22439 -1.10604
C -5.52947 1.02999 -2.42497
C -4.01859 1.24446 -2.66599
O -3.42081 0.07815 -2.04361
C -4.10819 -0.08699 -0.80666
H -6.13917 -0.66750 -1.37718
H -6.05132 0.71755 -0.26385
H -6.01078 2.00408 -2.49567
H -5.87308 0.42029 -3.25994
H -3.71788 2.14460 -2.12572
H -3.73144 1.21783 -3.71286
H -3.73171 0.57683 -0.02828
H -3.97293 -1.08250 -0.39128
C 1.97175 -3.66646 0.86706
C 1.11650 -4.14002 -0.28744
O 2.09469 -4.78716 -1.13067
S 3.08929 -5.63499 -0.19990
O 4.43267 -5.39105 -0.58440
O 2.62607 -6.98064 -0.11017
O 2.72467 -4.85657 1.17721
H 1.35337 -3.46994 1.74083
H 2.63729 -2.83102 0.66314
H 0.59148 -3.37273 -0.84778
H 0.41747 -4.89725 0.07155
C -1.73904 0.10010 4.05920
C -0.69440 -0.96958 4.26526
O 0.30550 -0.38302 5.09074
S -0.29277 0.88055 5.89378
O 0.26471 2.07136 5.36579
O -0.27381 0.66687 7.30089
O -1.80652 0.70148 5.36332
H -2.72977 -0.21169 3.74587
H -1.42774 0.81423 3.29296
H -0.22449 -1.32160 3.34219
H -1.12800 -1.90083 4.64650
C -0.54212 3.84507 -0.53609
C 0.88937 3.59318 -1.07296
O 1.28796 4.90688 -1.48924
S 0.77145 6.00039 -0.46037
O 0.29458 7.13274 -1.17594
O 1.71167 6.16678 0.59382
O -0.45057 5.11905 0.09428
H -0.89254 3.03685 0.09782
H -1.22474 3.97428 -1.38201
H 0.89339 2.91564 -1.91744
H 1.55816 3.33304 -0.25111
C 2.66181 0.52258 1.84143
C 1.52696 1.51834 2.15870
O 2.13801 2.79446 2.09447
S 3.57322 2.65769 2.81856
O 3.39975 2.46548 4.21845
O 4.44542 3.66529 2.32787
O 3.88345 1.24130 2.12365
H 2.73046 0.20010 0.80399
H 2.66315 -0.36273 2.47399
H 1.14469 1.27910 3.15415
H 0.66603 1.51246 1.49914



DFT (ωB97M-V with the def2-TZVPD basis set) results for one molecule with the formula C2H4O3S at a distorted geometry.

## Properties
- LUMO energy: -0.31 eV
- Kohn-Sham gap: 8.284 eV
- HOMO: -8.59 eV
- Molar mass: 108.118 g mol⁻¹
- Total energy: -19111.9227 eV
- Energy relative to the best compared isomer or geometry (same formula, charge and spin): 376.3 kJ/mol

Positions of all 10 atoms, in Å:
C 0.16930 1.56771 0.38293
C 0.62384 -1.09242 -0.85908
O -1.05230 -0.43178 1.37451
O -1.50009 0.21068 -0.98881
O 1.33780 -1.93521 -0.45570
S -0.47797 0.04968 0.01920
H 0.70028 1.76813 1.31672
H 0.49295 1.82023 -0.56738
H 0.58599 -0.72129 -1.87387
H -0.87982 -1.23573 1.65148



DFT (ωB97M-V with the def2-TZVPD basis set) results for a 2-piece molecular cluster, C4H14N2O overall at a distorted geometry.

## Properties
- LUMO energy: -6.70 eV
- Kohn-Sham gap: 11.671 eV
- Charge: +2
- HOMO: -18.38 eV
- Molar mass: 106.169 g mol⁻¹
- Total energy: -9386.2428 eV
- Energy relative to the best compared isomer or geometry (same formula, charge and spin): 31.1 kJ/mol

Positions of all 21 atoms, in Å:
C -1.16642 -1.33054 -0.47339
C -0.91771 0.09313 -0.96813
C -0.15358 0.98945 -0.04879
C -0.32089 2.31436 -0.14973
N 0.56262 3.14869 0.75221
N -0.05746 -2.32637 -0.80664
H -1.32755 -1.38331 0.60042
H -1.98426 -1.76423 -1.05779
H -0.36088 0.08612 -1.91808
H -1.89592 0.50136 -1.23465
H 0.59349 0.62513 0.65397
H -1.08391 2.89934 -0.64195
H 1.52987 2.83136 0.77002
H 0.52689 4.06775 0.31777
H 0.24332 3.14468 1.72096
H 0.27876 -2.08505 -1.74117
H 0.73096 -2.30458 -0.13295
H -0.44388 -3.26948 -0.85115
H 2.50671 -2.19884 1.56703
H 1.10745 -2.21694 2.17684
O 1.63238 -1.82200 1.46520



DFT (ωB97M-V with the def2-TZVPD basis set) results for a 2-piece molecular cluster, C17H23NO2 overall at a distorted geometry.

## Properties
- LUMO energy: -2.07 eV
- Kohn-Sham gap: 3.772 eV
- HOMO: -5.84 eV
- Molar mass: 273.376 g mol⁻¹
- Total energy: -23584.5758 eV
- Energy relative to the best compared isomer or geometry (same formula, charge and spin): 401.7 kJ/mol

Positions of all 43 atoms, in Å:
C 0.22549 -1.71716 2.81335
C 0.19467 -0.23888 2.84003
C 1.42913 0.43151 2.56307
C 1.57205 1.91097 2.68447
O 2.41399 -0.21716 2.23721
C -1.01767 0.44859 3.16818
C -2.19949 -0.32606 3.66271
O -1.13422 1.65905 3.04651
H -0.66875 -2.13443 2.35413
H 1.08142 -2.06515 2.23663
H 0.31320 -2.11892 3.82137
H 0.69307 2.37121 3.12990
H 2.43793 2.14827 3.29854
H 1.73791 2.35992 1.71077
H -1.92508 -1.29886 4.06903
H -2.69623 0.22955 4.45486
H -2.91784 -0.48492 2.86182
C 1.78416 1.89937 -3.44204
C 2.81490 2.00897 -2.29831
C 2.19173 1.26381 -1.10562
N 1.05317 0.46099 -1.61975
C 0.06218 -0.00287 -0.79008
C -0.98236 -0.86147 -1.18576
C -0.85083 -1.71043 -2.30977
C -1.89486 -2.49942 -2.72521
C -3.09599 -2.48385 -2.03207
C -3.24121 -1.69336 -0.90123
C -2.20280 -0.90546 -0.47007
C 0.88769 0.70329 -3.08159
H 1.18068 2.81334 -3.50682
H 2.26551 1.77454 -4.42110
H 3.76538 1.53838 -2.58384
H 3.04351 3.05476 -2.05083
H 2.90010 0.59565 -0.60712
H 1.81504 1.96154 -0.35460
H 0.06708 0.36569 0.21763
H 0.09703 -1.76954 -2.81058
H -1.78089 -3.13047 -3.59108
H -3.91508 -3.09697 -2.36865
H -4.18096 -1.68583 -0.37273
H -2.32690 -0.26927 0.38770
H -0.16801 0.90404 -3.29164
H 1.17214 -0.19297 -3.63741



DFT (ωB97M-V with the def2-TZVPD basis set) results for a 6-piece molecular cluster, H11O6 overall.

## Properties
- LUMO energy: 3.91 eV
- Kohn-Sham gap: 9.403 eV
- Charge: -1
- HOMO: -5.49 eV
- Molar mass: 107.082 g mol⁻¹
- Total energy: -12465.4626 eV
- Energy relative to the best compared isomer or geometry (same formula, charge and spin): 57.3 kJ/mol

Positions of all 17 atoms, in Å:
O -1.52925 -0.23777 0.42048
H -1.80678 0.67879 0.30861
O 1.55399 1.19086 -2.08309
H 1.25472 0.62488 -1.32377
H 1.47049 2.07368 -1.70453
O -1.73714 -0.37908 -2.35779
H -0.90682 0.08814 -2.51247
H -1.64068 -0.65129 -1.41352
O 0.85473 0.37166 0.40628
H -0.24535 0.16595 0.57067
H 1.20337 -0.51725 0.27478
O -1.07421 -3.03258 0.77213
H -0.95228 -2.06890 0.78361
H -1.91801 -3.12640 0.31847
O 1.90409 1.94820 2.73165
H 1.18802 1.76143 2.10395
H 2.38110 1.10970 2.70454



DFT (ωB97M-V with the def2-TZVPD basis set) results for C36H58BrN3O2SSbSi3Ta as an isolated structure at a distorted geometry.

## Properties
- LUMO energy (spin up / spin down): -7.55 / -7.56 eV
- Kohn-Sham gap (spin up / spin down): 4.658 / 4.657 eV
- Charge: +2
- HOMO (spin up / spin down): -12.21 / -12.21 eV
- Molar mass: 1063.816 g mol⁻¹
- Total energy: -159422.1449 eV
- Energy relative to the best compared isomer or geometry (same formula, charge and spin): 88.7 kJ/mol

Positions of all 106 atoms, in Å:
Ta 11.03948 -17.48421 -1.57828
C 12.35582 -24.98820 0.87017
C 12.72782 -23.75045 1.66001
C 12.09388 -23.97372 3.05568
C 14.29985 -23.55470 1.70852
C 12.12357 -22.47240 1.06513
C 12.15253 -21.18425 1.66961
C 11.45873 -20.11347 1.15386
Br 11.54969 -18.56037 2.17780
C 10.88165 -20.24867 -0.16544
O 10.41220 -19.13839 -0.75067
C 10.72615 -21.54385 -0.75611
C 11.42679 -22.54341 -0.12833
C 10.13531 -21.84427 -2.12781
C 11.17938 -21.83600 -3.32608
C 8.90610 -20.99277 -2.42877
C 9.56618 -23.32114 -2.13159
H 12.58635 -25.91825 1.37377
H 12.91430 -25.08428 -0.04437
H 11.26284 -24.91707 0.68994
H 12.36519 -24.96537 3.45093
H 11.00006 -23.93139 3.03423
H 12.50446 -23.28842 3.81212
H 14.65586 -23.98869 2.62360
H 14.61739 -22.51631 1.51906
H 14.80037 -24.14299 0.90564
H 12.82271 -20.97735 2.50210
H 11.29611 -23.53423 -0.60701
H 11.67431 -20.84294 -3.38849
H 10.63322 -21.98941 -4.29327
H 11.84929 -22.65607 -3.25841
H 9.09090 -19.90782 -2.28894
H 8.02810 -21.26634 -1.81803
H 8.53314 -21.12666 -3.45045
H 10.30252 -24.12939 -2.27934
H 8.88728 -23.46419 -2.97300
H 9.01793 -23.63787 -1.18796
C 7.13473 -15.64636 -4.59261
Sb 8.40669 -15.84850 -2.84125
C 11.03930 -16.33608 -3.42793
C 11.02130 -14.88061 -3.48413
C 12.15309 -14.01260 -3.71025
C 12.03808 -12.60941 -3.66424
C 10.81114 -12.04022 -3.27626
C 9.72035 -12.87906 -3.10063
N 9.85544 -14.21810 -3.20066
Si 11.08368 -16.99562 -5.23895
C 10.08019 -18.60558 -5.39527
C 12.80351 -17.33314 -5.87778
C 10.37819 -15.75906 -6.47647
C 7.85760 -15.49055 -0.55123
C 9.05596 -15.81051 0.24490
C 8.99840 -15.63587 1.64390
C 10.09903 -15.26558 2.42886
C 11.36826 -15.33309 1.82313
C 11.44712 -15.51615 0.43834
N 10.36166 -15.89831 -0.29751
Si 6.51168 -17.00386 -0.47261
C 4.92651 -16.49040 0.30213
C 7.39009 -18.45403 0.30458
C 6.01575 -17.75726 -2.20845
Si 7.30557 -13.67551 -0.09351
C 6.57050 -13.69764 1.60827
C 8.79206 -12.45237 0.01133
C 6.31515 -13.13787 -1.63114
H 6.22511 -16.26853 -4.50614
H 7.66702 -15.95262 -5.48327
H 6.84737 -14.59025 -4.61314
H 13.13852 -14.41355 -3.75856
H 12.88537 -12.00023 -4.00561
H 10.68145 -10.97330 -2.96222
H 8.67972 -12.51169 -3.09235
H 9.97340 -18.88935 -6.48095
H 9.03917 -18.52407 -5.05690
H 10.64799 -19.35783 -4.82601
H 12.85003 -18.39894 -6.07175
H 13.69615 -17.13140 -5.23770
H 12.83338 -16.81041 -6.85231
H 9.31276 -15.58869 -6.58043
H 10.68675 -16.16222 -7.47741
H 10.78837 -14.79449 -6.32802
H 8.07240 -15.83718 2.19501
H 9.93411 -14.97842 3.42745
H 12.34499 -15.18154 2.30728
H 12.32785 -15.22338 -0.13805
H 4.63740 -16.96503 1.26779
H 4.11146 -16.69845 -0.35880
H 4.93332 -15.39715 0.39683
H 6.58680 -19.16392 0.58808
H 7.89376 -18.16104 1.26713
H 8.18122 -18.82951 -0.34292
H 5.45153 -17.10620 -2.87551
H 5.36484 -18.59549 -1.99145
H 6.81634 -18.19334 -2.84206
H 5.69075 -13.04967 1.74538
H 7.37615 -13.24506 2.26764
H 6.31774 -14.65185 2.03434
H 9.07435 -12.01111 -0.96503
H 9.65878 -12.94052 0.45360
H 8.54557 -11.58231 0.63134
H 5.20424 -13.21029 -1.39006
H 6.51646 -13.78683 -2.48983
H 6.44990 -12.06495 -1.88804
O 12.35032 -19.07377 -2.60813
S 13.48557 -18.55704 -1.65291
N 12.85663 -17.17862 -1.06360



DFT (ωB97M-V with the def2-TZVPD basis set) results for one molecule with the formula C3H5ClO at a distorted geometry.

## Properties
- LUMO energy: 0.62 eV
- Kohn-Sham gap: 10.592 eV
- HOMO: -9.97 eV
- Molar mass: 92.525 g mol⁻¹
- Total energy: -17757.8248 eV
- Energy relative to the best compared isomer or geometry (same formula, charge and spin): 381.4 kJ/mol

Positions of all 10 atoms, in Å:
C 0.30853 -0.43110 -0.35418
C -0.09559 0.90219 0.00164
C -0.71330 -0.34942 0.55640
H 2.27513 -0.12436 0.00213
H -0.13718 -1.09431 -1.31241
H -0.78634 1.39068 -0.80925
H 0.39710 1.97617 0.39448
H -0.40488 -0.62012 1.48769
O 1.52967 -1.07563 0.06488
Cl -2.37314 -0.57410 -0.03138